{
  "formula": "C5H4N",
  "method": "ωB97M-V/def2-TZVPD",
  "symbols": ["C", "C", "C", "C", "C", "N", "H", "H", "H", "H"],
  "xyz": [[-0.6492, 1.3576, -1.8612], [0.0535, 1.2865, -0.6203], [-0.9119, -0.8135, -0.1539], [-0.9463, 0.2630, -1.1079], [0.4113, -0.6936, 0.6041], [0.7138, 0.9459, 0.5238], [-1.2707, -1.7828, -0.5199], [0.4035, -0.9641, 1.5840], [1.2887, -1.2275, 0.2800], [0.9073, 1.6286, 1.2713]],
  "lowdin_charge": [0.313, -0.080, 0.093, -0.031, 0.011, 0.154, 0.139, 0.090, 0.137, 0.174],
  "energy_ev": -6724.4409,
  "max_force_ev_per_a": 4.3,
  "e_lumo_ev": [-7.30, -7.37],
  "relative_energy_kcal_mol": 89.9,
  "charge": 1,
  "gap_ev": [7.630, 7.614]
}